(1)
{
  "formula": "C39H104O39S13",
  "method": "wB97M-V/def2-TZVPD",
  "symbols": ["O", "S", "O", "O", "C", "C", "C", "H", "H", "H", "H", "H", "H", "H", "H", "O", "S", "O", "O", "C", "C", "C", "H", "H", "H", "H", "H", "H", "H", "H", "O", "S", "O", "O", "C", "C", "C", "H", "H", "H", "H", "H", "H", "H", "H", "O", "S", "O", "O", "C", "C", "C", "H", "H", "H", "H", "H", "H", "H", "H", "O", "S", "O", "O", "C", "C", "C", "H", "H", "H", "H", "H", "H", "H", "H", "O", "S", "O", "O", "C", "C", "C", "H", "H", "H", "H", "H", "H", "H", "H", "O", "S", "O", "O", "C", "C", "C", "H", "H", "H", "H", "H", "H", "H", "H", "O", "S", "O", "O", "C", "C", "C", "H", "H", "H", "H", "H", "H", "H", "H", "O", "S", "O", "O", "C", "C", "C", "H", "H", "H", "H", "H", "H", "H", "H", "O", "S", "O", "O", "C", "C", "C", "H", "H", "H", "H", "H", "H", "H", "H", "O", "S", "O", "O", "C", "C", "C", "H", "H", "H", "H", "H", "H", "H", "H", "O", "S", "O", "O", "C", "C", "C", "H", "H", "H", "H", "H", "H", "H", "H", "O", "S", "O", "O", "C", "C", "C", "H", "H", "H", "H", "H", "H", "H", "H"],
  "coordinates": [[0.3221, -4.2209, 4.5627], [-1.0480, -3.8153, 4.9485], [-1.8136, -4.5136, 5.9741], [-1.1137, -2.2035, 5.3951], [-0.1795, -1.2930, 4.7722], [-0.4897, 0.0707, 5.4048], [-2.1386, -3.7143, 3.4670], [-0.2567, -1.2765, 3.6851], [0.8662, -1.5178, 4.9820], [-0.7724, 0.0154, 6.4560], [-1.3374, 0.6535, 5.0446], [0.3003, 0.7803, 5.1590], [-3.0744, -3.2496, 3.7774], [-2.3342, -4.6391, 2.9243], [-1.5565, -3.1186, 2.7639], [-5.0763, 7.1799, 2.9986], [-5.9114, 6.3140, 2.1951], [-6.6334, 6.8978, 1.0445], [-5.0242, 5.0034, 1.6606], [-4.4340, 4.1214, 2.5951], [-2.9791, 4.0302, 2.1584], [-7.2530, 5.5385, 3.2390], [-4.9773, 3.1769, 2.5661], [-4.4397, 4.4959, 3.6187], [-2.4991, 5.0021, 2.0442], [-2.9449, 3.5615, 1.1749], [-2.3315, 3.4339, 2.8012], [-7.5051, 4.5937, 2.7575], [-8.1135, 6.2053, 3.1844], [-6.8498, 5.4577, 4.2484], [-3.8058, 1.3482, 4.4766], [-3.9503, 0.2164, 3.6125], [-2.8960, -0.0983, 2.6293], [-4.2692, -1.1822, 4.4870], [-5.0730, -1.1803, 5.6751], [-5.2272, -2.5911, 6.1176], [-5.6030, 0.3070, 2.8666], [-5.9401, -0.5920, 5.3747], [-4.4512, -0.6146, 6.3690], [-4.2891, -3.1202, 5.9498], [-6.0420, -3.0829, 5.5863], [-5.4273, -2.6049, 7.1889], [-5.4593, 0.6194, 1.8323], [-6.2303, 0.9976, 3.4302], [-5.9977, -0.7063, 2.9415], [5.9939, -0.1501, -1.1371], [6.3698, -1.5850, -1.1738], [7.0915, -2.1760, -0.0207], [4.9948, -2.3645, -1.5484], [4.5690, -3.4191, -0.7195], [5.2880, -4.6887, -1.2295], [7.2720, -2.0089, -2.7497], [3.4962, -3.5785, -0.8290], [4.9120, -3.2488, 0.3010], [5.0711, -5.5487, -0.5960], [6.3767, -4.6804, -1.1766], [5.0472, -5.1018, -2.2091], [8.1819, -1.4088, -2.7568], [6.7127, -1.7974, -3.6611], [7.5503, -3.0617, -2.7966], [4.6266, -1.2622, -4.8835], [3.5093, -0.9900, -5.8125], [2.1383, -1.1400, -5.3652], [3.6739, 0.5540, -6.4406], [2.5095, 1.2590, -6.8402], [1.9558, 2.0242, -5.6149], [3.9671, -1.9444, -7.3727], [1.7721, 0.6205, -7.3267], [2.8595, 1.9603, -7.5978], [1.3746, 1.3559, -4.9796], [1.2280, 2.7799, -5.9107], [2.7215, 2.5648, -5.0586], [5.0311, -1.7327, -7.4787], [3.3990, -1.6137, -8.2422], [3.7590, -2.9900, -7.1460], [5.3235, -2.5319, 2.9777], [4.0983, -2.8188, 3.6538], [3.9609, -4.0636, 4.4596], [3.6973, -1.5069, 4.6126], [3.5674, -0.3064, 3.9147], [4.7228, 0.5433, 4.5596], [2.6695, -2.8791, 2.4176], [2.5492, 0.0764, 3.9839], [3.7034, -0.3874, 2.8363], [5.7137, 0.1417, 4.3477], [4.5549, 0.6066, 5.6348], [4.6109, 1.5677, 4.2042], [2.3990, -1.9115, 1.9948], [1.7806, -3.2481, 2.9293], [2.9375, -3.6412, 1.6859], [-1.4057, 3.2531, 5.8458], [-0.6490, 4.5025, 5.7876], [0.4224, 4.8515, 6.7205], [-0.0582, 4.5305, 4.2297], [0.6154, 3.4418, 3.6338], [1.2040, 3.9786, 2.3373], [-1.9124, 5.8489, 5.7192], [-0.0475, 2.6218, 3.3573], [1.4100, 3.1293, 4.3113], [1.9874, 4.6932, 2.5896], [0.4327, 4.3760, 1.6775], [1.7443, 3.1829, 1.8245], [-2.4442, 5.7522, 6.6658], [-2.6365, 5.7485, 4.9107], [-1.3969, 6.8076, 5.6625], [-3.9748, -0.0707, -1.6564], [-4.8598, -1.1479, -1.1123], [-5.9762, -0.8391, -0.2093], [-5.4643, -1.9281, -2.4424], [-6.4164, -2.9066, -2.2962], [-7.3670, -2.8982, -3.4364], [-3.8641, -2.4751, -0.4369], [-7.0068, -2.7768, -1.3892], [-5.8814, -3.8517, -2.2028], [-6.8654, -3.0027, -4.3984], [-7.9650, -1.9926, -3.3341], [-7.9825, -3.7971, -3.4022], [-4.5816, -3.0376, 0.1606], [-2.9883, -2.0446, 0.0486], [-3.5542, -3.0665, -1.2985], [0.8095, -5.1282, 0.3797], [0.1772, -4.8544, -0.8724], [-0.9778, -3.9356, -0.9023], [1.3832, -4.2282, -1.8929], [1.0515, -3.7511, -3.2250], [1.8514, -4.4423, -4.3011], [-0.1733, -6.4628, -1.7125], [1.2709, -2.6865, -3.3067], [-0.0359, -3.8009, -3.2800], [1.8456, -5.5227, -4.1572], [2.8767, -4.0728, -4.2800], [1.3673, -4.2285, -5.2540], [-0.3357, -6.2087, -2.7600], [-1.1436, -6.7316, -1.2950], [0.6241, -7.1935, -1.5771], [9.0097, 2.1953, 1.4656], [8.3171, 1.7313, 2.6176], [8.6532, 2.1214, 3.9940], [6.7533, 2.0514, 2.4823], [6.1374, 1.5892, 1.3060], [4.6578, 2.1738, 1.2879], [8.3264, -0.0458, 2.4311], [6.0213, 0.5060, 1.3414], [6.7262, 1.8549, 0.4280], [4.7231, 3.2272, 1.5602], [4.0333, 1.7186, 2.0566], [4.1975, 1.9442, 0.3269], [7.7075, -0.5379, 3.1813], [9.3119, -0.4469, 2.6677], [8.0783, -0.2691, 1.3934], [-2.0259, -3.9783, -6.4877], [-2.0784, -2.5154, -6.1469], [-3.3117, -1.7783, -6.2897], [-1.5105, -2.3658, -4.5638], [-2.0241, -1.1750, -3.9109], [-0.9605, -0.5923, -2.9048], [-0.6580, -1.5364, -6.9269], [-2.8703, -1.5186, -3.3159], [-2.2527, -0.3982, -4.6405], [-0.7957, -1.2561, -2.0561], [-1.4666, 0.3251, -2.6044], [-0.0374, -0.1972, -3.3287], [-1.0356, -1.1324, -7.8662], [0.1420, -2.2611, -7.0781], [-0.3729, -0.7443, -6.2344], [-1.4610, 2.9940, -3.5276], [-2.1376, 3.9851, -2.6890], [-1.6149, 4.3703, -1.3441], [-2.3637, 5.3529, -3.5532], [-2.5170, 5.1864, -4.9517], [-3.3089, 6.3373, -5.5323], [-3.9409, 3.4066, -2.4941], [-2.9830, 4.2575, -5.2805], [-1.5255, 5.2194, -5.4033], [-2.9595, 7.3510, -5.3361], [-4.3585, 6.2676, -5.2465], [-3.3225, 6.2671, -6.6200], [-4.5275, 4.1583, -1.9661], [-3.8454, 2.4503, -1.9798], [-4.3633, 3.2143, -3.4804], [-0.2274, -1.2070, 0.7388], [0.3609, 0.1479, 0.8088], [1.2192, 0.4538, 1.9833], [1.1777, 0.5722, -0.5995], [2.3428, -0.2409, -0.9065], [2.9565, 0.2930, -2.1858], [-1.0513, 1.3516, 0.6868], [1.8368, -1.1998, -1.0190], [3.0480, -0.2232, -0.0756], [3.4849, 1.2326, -2.0242], [2.2099, 0.3609, -2.9771], [3.7004, -0.3776, -2.6160], [-0.6112, 2.2683, 0.2942], [-1.3906, 1.4541, 1.7175], [-1.8145, 1.0186, -0.0165]],
  "forces_ev_per_angstrom": [[-2.816, 1.079, 0.905], [-0.157, -0.090, -0.326], [1.311, 0.915, -1.062], [0.588, -2.320, -0.722], [-0.114, 1.240, 0.437], [-0.513, 0.585, -0.622], [1.013, 0.231, 0.126], [-0.433, -0.071, -0.088], [-0.113, -0.566, 0.363], [0.930, -0.222, 0.214], [-0.434, -0.649, -0.726], [0.474, -0.199, 0.645], [0.284, 0.147, -0.003], [0.276, -0.396, 0.705], [-0.257, 0.447, 0.001], [-0.450, -1.111, -0.470], [-1.622, 0.403, -1.214], [1.964, -1.601, 1.900], [-2.187, 2.341, -0.191], [1.447, 0.055, 0.690], [0.318, -0.735, -0.481], [1.302, 0.448, -0.745], [0.137, -0.043, -0.028], [-0.404, 0.203, 0.067], [-0.333, 0.158, 0.172], [0.039, 0.031, -0.164], [-0.317, -0.078, 0.352], [0.109, -0.010, 0.234], [0.282, 0.105, 0.025], [-0.222, -0.225, -0.099], [0.267, -0.193, 0.070], [-0.444, -1.865, -0.139], [-2.269, 0.156, 1.945], [2.022, 0.801, -2.409], [1.171, 1.811, -0.313], [-0.455, -0.297, 0.078], [0.806, -0.113, -0.224], [-0.601, -0.335, 0.778], [-0.494, 0.114, 0.470], [-0.024, -0.044, 0.046], [0.092, -0.171, 0.046], [-0.117, -0.104, -0.042], [-0.275, -0.073, 0.038], [0.272, 0.023, -0.015], [-0.034, 0.181, -0.373], [1.068, -2.984, -0.193], [0.302, 0.871, -0.131], [-1.753, 1.099, -2.450], [0.682, 1.734, 0.094], [1.295, -2.511, -0.292], [0.035, -1.280, 0.672], [0.146, 0.517, 0.609], [0.028, 0.557, 0.138], [-0.447, 0.084, 0.121], [-0.356, 0.069, 0.444], [0.075, 0.700, 0.046], [-0.408, 0.774, -0.332], [-0.038, 0.037, 0.162], [-0.477, 0.333, 0.476], [-0.190, 0.008, 0.608], [-2.358, 0.901, -1.862], [1.825, 0.484, -0.372], [1.081, -0.174, -0.579], [0.858, -2.555, 1.007], [-0.535, 1.349, 0.841], [-0.781, -0.155, -0.731], [-0.658, 0.625, 1.422], [-0.065, -0.192, 0.217], [0.110, -0.022, 0.023], [0.386, -0.069, 0.234], [-0.012, 0.078, -0.334], [0.164, -0.384, -0.054], [-0.160, -0.129, -0.017], [-0.054, 0.130, 0.259], [0.162, 0.051, -0.029], [0.190, 0.255, -0.131], [-2.941, -2.151, 1.406], [0.586, 3.416, -1.582], [-0.215, -3.890, -0.822], [1.868, 1.839, 0.223], [-1.887, 0.730, -0.596], [0.544, -0.097, 1.056], [0.088, 0.194, 0.615], [0.378, -0.320, -0.063], [-0.259, -0.017, -0.111], [0.090, -0.297, 0.021], [0.489, 0.097, -0.105], [0.509, -0.037, -0.114], [0.263, -0.059, 0.413], [0.190, 0.282, -0.044], [1.117, 1.300, 0.665], [-0.084, -0.893, -1.385], [-1.884, -0.642, -1.437], [-1.383, 1.739, 1.831], [0.638, -0.314, -0.628], [0.680, -0.272, 0.443], [1.013, -0.324, 0.126], [-0.241, -0.111, 0.620], [-0.014, -0.404, -0.083], [-0.314, 0.457, -0.221], [0.119, 0.188, 0.082], [-0.238, -0.260, -0.074], [0.197, -0.011, 0.058], [0.414, -0.350, -0.124], [-0.027, -0.121, 0.025], [-2.417, -2.538, 1.372], [0.241, 1.346, -1.188], [1.766, -0.249, -1.328], [2.043, 3.179, 0.753], [-0.880, -1.952, 1.104], [-0.195, -0.343, -0.624], [-0.495, 0.478, -0.636], [0.140, 0.151, 0.261], [-0.092, -0.349, -0.066], [0.113, 0.566, -0.022], [-0.146, -0.127, -0.558], [-0.324, 0.155, 0.346], [0.474, -0.032, 0.342], [-0.203, -0.157, 0.349], [0.160, 0.036, 0.101], [0.071, 0.201, -0.486], [0.102, 1.411, -1.588], [1.828, -1.982, -0.403], [-0.778, -0.806, 1.624], [-0.810, 0.442, 0.503], [-0.416, -0.377, 0.363], [-0.593, 1.667, 0.165], [0.083, 0.127, 0.495], [0.023, -0.279, -0.636], [0.084, -0.058, -0.063], [0.011, -0.088, -0.145], [0.192, 0.082, -0.116], [0.118, -0.106, -0.035], [0.200, -0.399, 0.089], [-0.115, 0.330, 0.239], [0.377, 0.891, -0.260], [-0.139, -1.004, 2.688], [-0.469, -0.469, -2.688], [1.018, 0.365, 0.855], [-2.567, -0.122, -0.687], [1.664, -0.472, 0.326], [0.299, -0.170, 0.666], [0.269, -0.072, -0.010], [-0.200, 0.148, -0.001], [-0.208, 0.152, -0.571], [0.201, -0.220, 0.011], [0.071, 0.445, -0.068], [-0.536, 0.207, -0.333], [0.289, 0.505, -0.273], [-0.126, -0.162, 0.293], [0.147, 4.114, 0.931], [1.501, -1.973, 0.618], [0.844, -0.603, -0.017], [-0.957, -0.386, -2.318], [1.749, 0.174, 1.469], [-1.396, 0.082, -0.921], [-1.366, -1.094, 0.183], [-0.197, 0.507, -0.422], [-0.356, -0.196, 0.096], [0.111, 0.086, -0.036], [-0.021, -0.011, 0.619], [0.121, -0.592, -0.334], [0.048, -0.107, 0.044], [-0.043, 0.187, 0.067], [-0.110, -0.207, 0.013], [-0.587, 1.391, 1.183], [-0.856, -0.214, 1.630], [-1.174, -0.839, -3.603], [0.198, -1.146, 1.560], [0.562, 0.852, -1.653], [-0.792, 0.178, -0.280], [1.708, 0.279, -0.252], [-0.041, -0.199, 0.557], [0.150, -0.254, 0.098], [0.262, -0.235, 0.455], [-0.022, 0.129, 0.240], [0.175, -0.284, -0.101], [0.320, -0.087, 0.125], [-0.138, 0.122, 0.184], [0.253, 0.140, -0.059], [1.472, 2.041, -0.181], [-0.473, -0.131, 0.154], [-1.464, -0.463, -2.356], [-1.286, 0.306, 2.283], [-0.641, -0.344, -0.360], [0.069, -0.315, -0.232], [1.762, -0.244, -0.141], [0.958, -0.645, -0.218], [-0.021, -0.094, 0.057], [-0.309, 0.139, -0.011], [-0.190, 0.383, 0.186], [0.042, -0.248, 0.475], [-0.011, 0.118, 0.208], [-0.104, -0.072, -0.247], [0.146, -0.436, 0.240]],
  "multiplicity": 1,
  "lumo_ha": -0.010,
  "relative_energy_kcal_mol": 128.79,
  "homo_energy_ev": -10.27
}

***

(2)
{
  "formula": "C10H11NO3S",
  "method": "wB97M-V/def2-TZVPD",
  "symbols": ["C", "C", "C", "C", "C", "C", "C", "C", "C", "C", "N", "O", "O", "O", "S", "H", "H", "H", "H", "H", "H", "H", "H", "H", "H", "H"],
  "coordinates": [[2.8882, -0.5837, 0.8763], [2.3766, 0.7226, 0.8835], [2.2983, -1.5905, 0.1988], [1.2484, 1.0208, 0.1387], [1.1573, -1.1943, -0.5009], [-0.4192, -1.1668, -2.0798], [-0.3404, 0.1437, -1.4710], [-2.8090, -0.0005, 1.4636], [0.6280, 2.4166, 0.0727], [-3.3449, 0.0719, 0.1071], [0.6848, 0.0726, -0.5756], [-1.1274, -1.7229, -2.8748], [0.5223, -1.9672, -1.4138], [2.6560, -2.9471, 0.3241], [-1.4383, 0.7044, 1.9160], [3.8266, -0.6415, 1.5009], [2.7175, 1.4690, 1.5525], [-0.8324, 0.9537, -1.7275], [-3.3498, -0.4827, 2.2164], [-0.4527, 2.4460, 0.4187], [1.1324, 3.1293, 0.5242], [0.4080, 2.7559, -1.0056], [-4.3099, 0.2748, 0.0548], [-3.2432, -0.9784, -0.1078], [-2.7394, 0.5631, -0.6182], [1.8623, -3.4690, 0.1269]],
  "forces_ev_per_angstrom": [[2.728, 1.860, 2.316], [-1.485, -1.039, -1.063], [-1.304, -1.683, 0.009], [0.484, 3.364, 1.520], [0.318, -1.352, -1.492], [-1.177, 0.985, 0.498], [1.876, -5.293, -0.381], [1.137, 2.134, -0.297], [-4.200, -3.221, -3.833], [3.615, -2.089, 0.503], [0.014, -1.316, -0.482], [-0.319, 0.384, -0.550], [1.086, 0.253, 1.569], [-0.443, 1.794, -0.394], [0.271, -0.264, 0.571], [-1.211, -0.806, -0.797], [0.709, 0.498, 0.294], [-2.005, 3.687, -0.988], [-1.109, -1.034, 0.865], [1.441, -0.396, 0.108], [2.701, 3.191, 2.267], [1.005, -0.606, 1.143], [-4.470, 1.098, -0.185], [-0.289, -0.893, -0.914], [0.359, 0.659, -0.143], [0.269, 0.086, -0.142]],
  "multiplicity": 1,
  "lumo_ha": -0.005,
  "relative_energy_kcal_mol": 90.85,
  "homo_energy_ev": -7.70
}